# 1
Here is C44H62N5Si3TeZr as an isolated structure at a distorted geometry from OMol25. Energies are from ωB97M-V with the def2-TZVPD basis set.

Each line ends with the Löwdin charge.
CARTESIAN COORDINATES (ANGSTROEM)
C -2.297 2.982 0.465  -0.032
H 1.565 2.756 -4.604  0.124
C -2.571 4.604 2.326  -0.088
H -1.117 -6.404 1.928  0.117
H 3.728 -1.480 -3.953  0.041
H 2.318 2.162 0.328  -0.007
H 6.398 1.140 -0.329  0.040
H 0.755 -2.355 -2.818  0.025
H 5.220 -1.778 2.722  0.002
C 4.100 -1.230 -2.962  -0.171
H 6.439 -0.524 0.202  0.028
C 0.270 2.080 -1.569  -0.149
C -5.086 0.506 -6.698  -0.036
C 4.601 -2.648 2.554  -0.159
H -3.117 4.898 0.314  0.114
C -3.359 -0.508 -5.184  -0.424
H -0.863 -4.254 5.517  0.115
H 2.188 -3.347 -2.857  0.041
C -4.081 1.863 -4.994  -0.304
C -0.934 -5.325 3.714  -0.070
C 1.609 -2.678 -2.228  -0.152
H 3.119 -5.043 1.223  0.045
H -4.027 -2.431 1.372  0.117
N -1.526 0.658 0.492  -0.041
H 5.005 1.827 2.482  0.039
N 0.877 -1.388 2.551  -0.122
H -4.602 -0.623 -0.116  0.119
C -0.761 -4.422 1.393  -0.021
C -0.389 -3.069 1.504  -0.274
H -3.955 -1.174 -4.560  0.058
C -1.897 3.928 3.322  -0.065
C -0.690 -4.177 4.451  -0.051
H -5.171 -0.445 -7.203  0.116
H 5.747 -0.123 -1.345  -0.007
H 1.954 -4.087 2.101  0.018
C -0.914 -5.421 2.333  -0.045
N -0.390 -2.229 0.461  -0.132
C 0.140 -2.477 2.744  -0.242
H 0.010 3.732 -2.902  0.118
H -0.508 2.629 4.137  0.100
C -2.666 0.278 -0.329  -0.248
C -3.140 1.982 -3.840  -0.408
H -1.185 -6.224 4.260  0.108
H 1.252 -3.261 -1.388  -0.010
H 3.927 -2.761 3.396  0.021
H -6.543 1.461 -7.928  0.106
H -2.622 2.938 -3.839  0.051
Si 2.681 -1.190 -1.659  0.497
H 0.176 0.446 4.391  0.117
H 2.669 0.607 -4.061  0.099
H 3.907 2.912 0.464  0.038
C 2.903 -1.003 0.216  -0.576
N 0.523 1.416 1.985  -0.122
C 1.702 -0.883 3.636  -0.220
H -2.607 2.850 -0.566  0.097
C 3.366 2.079 0.025  -0.171
Si 4.155 0.413 0.575  0.462
Te -1.733 0.338 -4.031  1.295
H 5.448 -4.223 0.106  0.035
C -3.202 -1.914 0.880  -0.191
C 1.696 0.383 -2.176  -0.323
C 5.837 0.211 -0.322  -0.164
H 4.465 -3.734 -1.250  0.021
C -1.225 -2.584 -0.675  -0.237
C 2.498 -4.153 1.166  -0.158
H -0.360 2.524 -0.812  0.089
H -1.090 -1.799 -1.433  0.064
H -2.972 -1.082 -6.021  0.054
C -4.860 2.936 -5.402  -0.040
H -3.321 -2.524 -1.189  0.118
H -2.401 -1.810 1.618  0.092
H -2.016 4.325 4.321  0.113
C 1.483 1.560 3.067  -0.217
H 1.426 2.570 3.497  0.125
H 4.633 -0.288 -3.048  0.023
Si 3.655 -2.654 0.884  0.466
C -4.193 0.642 -5.647  -0.306
H 2.715 -0.793 3.235  0.070
H -6.339 3.638 -6.771  0.105
H -3.101 5.504 2.600  0.105
H 1.746 -1.594 4.468  0.117
H -3.694 1.893 -2.904  0.050
H -2.909 -3.809 -0.067  0.102
H 1.786 -4.312 0.366  0.011
H 4.827 -1.992 -2.708  0.019
H -0.898 -3.525 -1.140  0.106
H 5.817 0.290 2.458  0.025
C 0.490 2.780 -2.740  -0.064
H -3.934 0.043 1.380  0.118
N 0.829 0.896 -1.286  -0.085
C -3.691 -0.528 0.480  -0.164
C 1.351 2.238 -3.682  -0.060
C -2.643 4.202 0.998  -0.062
H 4.245 0.426 3.188  0.001
C -1.563 1.887 0.994  -0.271
C 1.244 0.488 4.143  -0.138
H -4.766 3.888 -4.899  0.114
C 4.938 -3.376 -0.343  -0.178
C -5.860 1.578 -7.101  -0.075
H 5.261 -3.510 2.566  0.038
H 3.420 2.202 -1.052  0.028
C -2.724 -2.761 -0.306  -0.152
H -3.206 1.150 -0.713  0.085
Zr 0.676 -0.341 0.685  1.787
C -0.195 -2.961 4.027  0.003
C 4.844 0.760 2.351  -0.184
H 1.806 0.746 5.042  0.124
C -0.990 2.886 3.205  -0.007
C 1.962 1.038 -3.376  -0.075
H -2.341 -0.301 -1.198  0.024
C -5.746 2.795 -6.454  -0.077
H -0.053 -2.233 4.816  0.109
H 2.488 1.436 2.654  0.068
H -0.875 -4.767 0.374  0.111
H 5.700 -2.658 -0.619  0.014
C -0.613 2.105 2.093  -0.228

Values from the calculation:
LUMO in eV: -2.993
Total charge: +1
HOMO-LUMO gap in eV: 6.88
Molecular weight in g/mol: 964.1
Total energy in Ha: -3171.09507
E_HOMO in Eh: -0.3626


# 2
Here is C44H63BCaN9S4SiTe as an isolated structure from OMol25. Energies are from ωB97M-V with the def2-TZVPD basis set.

Each line ends with the Löwdin charge.
CARTESIAN COORDINATES (ANGSTROEM)
C 0.539 -1.463 -3.655  -0.240
H 0.188 -3.493 -4.201  0.089
H 3.530 -3.456 1.200  0.079
H 1.842 2.010 -5.560  0.087
H -2.335 -2.830 3.589  0.053
H 4.388 2.523 -4.195  0.094
H 0.607 0.675 5.760  0.059
H -6.066 -1.887 -1.641  0.091
H 1.672 1.553 4.650  0.062
H -4.587 -3.572 1.064  0.130
C -4.931 4.630 0.124  -0.058
C -3.272 -2.442 3.185  -0.059
H 4.202 -2.033 5.351  0.051
C -0.088 2.206 -4.572  -0.538
H 4.900 4.364 -2.628  0.098
H 3.623 -1.984 -2.866  -0.016
H -4.073 -3.153 3.380  0.090
C 0.314 3.372 -3.661  -0.032
H 1.014 4.611 -0.024  0.083
C 4.800 -0.072 7.192  -0.038
N -2.039 -1.075 -0.064  -0.009
Te 1.912 -1.107 4.214  1.245
C 0.238 4.602 0.744  -0.055
H -2.899 -3.167 -3.211  0.078
C 1.601 0.697 5.320  -0.414
C 4.676 1.791 -0.437  -0.151
H -4.614 -5.176 -0.514  0.081
H -6.503 -3.482 -2.266  0.093
C -0.808 3.596 0.404  -0.241
H -4.772 -5.373 -2.255  0.093
H 6.546 -0.918 0.055  0.026
H -1.683 3.292 -5.552  0.093
H -4.094 -1.869 -3.261  0.083
H -3.485 -1.505 3.705  0.088
C 1.000 -2.763 -4.224  -0.057
H 5.543 -0.919 1.509  -0.006
H -5.111 1.211 0.606  0.073
H 1.331 -2.633 -5.253  0.092
H 3.533 2.299 9.244  0.107
H 1.342 3.266 -3.315  0.085
C -2.118 -1.284 1.266  -0.637
C 4.354 -2.183 -2.078  -0.268
H -0.193 5.596 0.841  0.088
H 0.732 4.328 1.678  0.086
C 3.891 -1.035 5.048  -0.421
H 5.659 -0.724 7.089  0.117
C 2.683 0.722 6.366  -0.296
C 3.609 1.625 8.400  -0.075
C 4.252 1.034 -2.655  -0.118
H -4.513 3.481 -2.329  0.087
B -1.172 -0.015 -0.609  -0.546
C 0.513 -0.316 -4.377  0.094
H -1.879 1.537 -5.631  0.091
C -3.118 -2.201 1.723  -0.254
H 5.098 3.880 -0.205  0.100
C -5.010 2.830 -1.606  -0.039
H -6.396 2.423 0.738  0.090
C -4.232 -4.832 -1.476  -0.031
H -5.019 2.471 1.847  0.091
H -4.532 -3.491 -3.815  0.092
C -3.842 -2.843 0.772  0.084
C -5.319 2.260 0.818  -0.039
C 4.712 0.792 8.270  -0.075
C -5.912 -2.960 -1.513  -0.032
H 0.476 1.465 -6.555  0.084
H -6.296 -3.247 -0.532  0.082
H 4.217 -3.230 -1.789  0.009
C -1.557 2.363 -4.993  -0.031
H -0.338 3.426 -2.789  0.069
N 1.074 -5.263 4.154  0.097
C 3.789 -0.113 6.236  -0.297
H 0.747 3.180 -6.293  0.094
H 0.181 -5.639 4.416  0.096
H 1.738 2.237 7.553  0.117
N -2.714 1.684 -0.263  0.200
C 0.031 0.897 -3.802  -0.183
H 4.783 1.601 0.628  0.095
N 2.392 -4.262 2.601  -0.084
H -2.204 2.395 -4.115  0.076
H 5.813 -2.413 0.616  0.006
C 2.601 1.590 7.451  -0.038
C -0.419 2.233 0.185  -0.650
H -2.454 4.920 0.471  0.120
H 1.815 -3.173 -3.631  0.062
C 4.446 2.324 -3.132  -0.110
C 0.135 -1.406 -2.276  -0.603
S -1.027 -0.481 2.266  0.661
C 1.135 -4.588 2.988  -0.932
C -4.581 3.172 -0.171  -0.546
H 1.894 -5.689 4.553  0.112
S 1.171 1.715 0.328  0.707
H 4.053 0.239 -3.369  0.084
C -3.087 2.909 -0.037  -0.190
H 0.848 -0.321 -5.406  0.125
N -1.411 1.378 -0.162  -0.010
N -0.427 0.918 -2.595  0.193
H -6.007 4.768 0.016  0.092
H 4.599 -0.656 4.311  0.057
C -2.129 3.904 0.298  0.084
H -4.665 4.914 1.144  0.091
H 5.500 0.812 9.012  0.107
C -3.956 -2.934 -3.075  -0.051
C -4.428 -3.323 -1.675  -0.549
N -0.420 -0.221 -1.849  0.051
C 4.741 3.359 -2.256  -0.104
H -3.176 -5.101 -1.544  0.094
Ca 1.493 -1.111 0.792  0.612
S 0.311 -2.724 -1.248  0.694
N 2.553 -3.395 1.481  -0.069
H 3.085 -4.116 3.318  0.134
C 0.800 2.201 -5.816  -0.048
H 0.226 4.309 -4.215  0.093
H 2.027 -3.845 0.727  0.022
H 5.351 -2.086 -2.516  0.031
C 4.853 3.086 -0.900  -0.100
H -6.087 2.967 -1.712  0.090
C 4.376 0.729 -1.297  -0.346
H -4.442 5.315 -0.572  0.090
N -2.761 -1.711 -1.006  0.188
H -4.765 1.796 -1.846  0.075
C -3.634 -2.585 -0.616  -0.198
S -0.221 -4.243 2.084  0.658
C 5.640 -1.336 0.503  -0.269
Si 4.086 -1.018 -0.581  0.478

Values from the calculation:
LUMO in eV: -3.785
Total charge: +1
HOMO-LUMO gap in eV: 4.51
Molecular weight in g/mol: 1052.9
Total energy in Ha: -5059.92150
E_HOMO in Eh: -0.3047


# 3
Here is C44H65GeN5OP3Ru as an isolated structure at a distorted geometry from OMol25. Energies are from ωB97M-V with the def2-TZVPD basis set.

Each line ends with the Löwdin charge.
CARTESIAN COORDINATES (ANGSTROEM)
H -4.413 2.682 -2.533  0.078
C -2.797 4.174 1.094  -0.009
H -0.445 4.367 4.152  0.127
Ge 0.027 1.109 0.639  0.954
C 1.575 3.543 1.594  -0.160
H 2.687 -0.564 -4.643  0.091
C 1.820 4.882 1.840  0.010
C 0.954 0.737 5.702  -0.052
H -4.027 -0.803 -1.198  0.010
H -3.516 -0.087 -3.516  0.114
H 0.167 -2.377 1.368  0.066
H 3.843 -3.836 0.569  0.089
C 3.583 -2.145 -0.772  -0.541
C -2.272 5.068 3.275  -0.064
C -0.775 -3.293 3.072  -0.080
H 1.639 0.530 -2.750  0.031
H -3.631 2.374 -4.090  0.070
N -1.270 2.480 0.141  -0.172
H 1.365 -3.825 -0.696  0.094
C 1.811 1.812 5.450  -0.047
H -1.692 1.818 -4.271  0.097
C -4.237 1.929 -3.302  -0.089
H -0.596 -0.530 4.997  0.101
H -5.008 -2.641 3.329  0.096
C -0.798 -2.849 1.614  -0.555
C 0.044 0.309 4.760  -0.003
P -2.053 -1.540 1.170  1.023
H 4.673 0.700 -2.428  0.073
C -1.876 -0.268 2.512  -0.352
C 2.998 0.405 0.312  -0.360
H -3.376 -2.301 3.874  0.066
H 2.348 -6.084 -1.110  0.125
C -1.104 4.324 3.294  -0.010
H -1.951 -4.564 0.911  0.079
H 5.172 -1.363 -2.058  0.059
H 4.973 5.031 0.638  0.120
H -4.706 0.792 -0.839  0.081
H 4.524 2.686 0.128  0.106
C 2.736 -1.040 -3.663  -0.102
C 1.214 -4.358 -1.620  -0.055
H -5.704 -2.624 1.053  0.092
C 3.679 1.087 -2.646  -0.085
C 0.783 2.101 3.316  -0.165
H -1.914 -0.769 3.476  0.063
C 4.013 4.604 0.894  -0.042
H 2.443 -2.829 0.980  0.048
H 0.584 -5.966 -5.014  0.126
H 0.247 0.321 -5.040  0.091
C -0.977 1.376 -3.578  -0.509
C -0.018 0.950 3.509  -0.220
H -3.479 4.135 0.258  0.102
H 2.336 3.372 4.072  0.126
H 1.931 -1.777 -3.610  0.050
P 2.298 -0.795 -0.915  1.048
C 2.588 0.022 -2.570  -0.540
H 3.288 -2.871 -1.534  0.079
C 2.512 2.711 0.936  -0.226
P -1.904 0.859 -2.053  1.000
C -2.096 2.394 -1.034  -0.365
H -2.522 5.705 4.111  0.113
C -1.628 3.401 1.101  -0.229
H -5.069 -1.024 0.697  0.070
O -0.064 -2.554 -2.298  -0.272
H 1.077 5.488 2.340  0.124
H 3.700 1.475 -3.667  0.093
H -4.013 5.583 2.134  0.116
C -0.775 3.536 2.205  -0.175
C -3.667 -2.359 1.693  -0.502
C 3.048 5.418 1.493  -0.035
C 5.029 -1.733 -1.046  -0.087
H -3.149 2.400 -0.737  0.069
H -0.215 -4.766 0.774  0.082
C 0.767 -5.541 -4.038  -0.013
C 1.540 -6.210 -3.100  -0.028
C 0.106 2.411 -3.255  -0.104
C -4.815 -2.084 0.724  -0.123
H 3.690 -1.563 -3.602  0.075
Ru -0.574 -0.806 -0.775  0.411
H 0.075 -0.538 -3.494  0.005
C 3.473 -2.810 0.609  -0.121
C 1.754 -5.600 -1.873  -0.014
C -4.119 -2.045 3.120  -0.102
N 0.467 2.808 2.105  -0.066
H 0.587 2.206 -2.293  0.048
H -5.479 -0.242 -2.038  0.100
H 3.224 -0.204 1.198  0.100
H -2.776 0.359 2.425  0.107
H -1.087 -3.707 -0.364  0.043
H -1.924 3.253 -1.691  0.104
C 1.712 2.508 4.256  0.003
C -3.625 0.657 -2.719  -0.527
C -1.024 -4.042 0.674  -0.126
H -4.400 -0.998 3.236  0.084
H 5.673 -2.606 -0.928  0.096
H 2.518 2.132 6.202  0.115
H -0.021 -4.072 3.199  0.091
H 3.269 6.450 1.727  0.119
H -0.391 -3.753 -4.418  0.146
N -0.720 0.569 2.413  -0.134
H 3.472 1.929 -1.983  0.063
N 0.448 -3.733 -2.535  -0.203
H -1.260 -0.503 -4.632  0.082
H -0.524 -2.475 3.746  0.059
H 1.011 0.223 6.652  0.118
H 4.077 -2.280 1.345  0.081
H 0.871 2.414 -4.034  0.089
C -3.103 4.998 2.165  -0.058
H 1.971 -7.177 -3.315  0.124
H -0.315 3.414 -3.212  0.082
H -3.438 -3.425 1.630  0.091
C -0.439 0.089 -4.223  -0.124
H 5.374 -0.975 -0.342  0.081
H -1.735 -3.717 3.370  0.080
H -5.203 1.674 -3.740  0.094
C 0.229 -4.311 -3.733  0.011
H 3.937 0.792 -0.084  0.068
C -4.515 0.065 -1.632  -0.137
N 2.096 1.452 0.687  -0.108
H -4.584 -2.422 -0.285  0.070
C 3.759 3.281 0.609  0.001

Values from the calculation:
LUMO (spin up / spin down) in eV: -5.423 / -7.634
Total charge: +2
2S+1: 2
HOMO-LUMO gap (spin up / spin down) in eV: 6.77 / 3.96
Molecular weight in g/mol: 946.6
Total energy in Ha: -5259.99135
E_HOMO (spin up / spin down) in Eh: -0.4479 / -0.4261